Here is a structure of composition C5H14N2O at a distorted geometry from OMol25. Energies are from the ωB97M-V functional and the def2-TZVPD basis.

XYZ file:
```
22
Properties=species:S:1:pos:R:3
C 1.302 -0.695 -1.170
C 2.495 -1.621 -1.329
O 1.643 0.636 -1.481
H 1.364 1.215 -0.758
H 0.512 -1.002 -1.863
H -0.852 -0.119 -0.395
H 2.181 -2.658 -1.216
H 3.250 -1.392 -0.576
H 2.957 -1.518 -2.316
C -2.750 0.578 0.507
C -1.222 0.535 0.451
N -0.589 1.830 0.157
N 0.633 -0.403 1.584
C -0.614 -0.069 1.660
H -0.931 2.184 -0.731
H -0.817 2.508 0.876
H 1.033 -0.833 2.412
H 1.088 -0.544 0.182
H -1.281 -0.406 2.458
H -3.092 1.273 1.276
H -3.150 0.907 -0.453
H -3.161 -0.407 0.725
```

Summary:
LUMO energy, Ha: 0.020
Relative energy (zero: lowest compared OMol25 entry of this formula, charge and spin), kcal/mol: 86.1
Kohn-Sham gap, hartree: 0.3089
HOMO, eV: -7.9
E, hartree: -383.56342

Mulliken charges in e: 0.157, -1.316, -0.580, 0.400, 0.158, 0.072, 0.318, 0.316, 0.336, -1.595, 0.694, -0.603, -0.397, -0.337, 0.252, 0.228, 0.199, 0.153, 0.401, 0.375, 0.386, 0.383

***

Here is a structure of composition C44H44BI2N13O4Sr at a distorted geometry from OMol25. Energies are from the ωB97M-V functional and the def2-TZVPD basis.

XYZ file:
```
109
Properties=species:S:1:pos:R:3
Sr 1.222 0.578 0.364
C 4.920 1.222 2.169
C 4.079 2.334 1.628
C 4.298 3.712 1.718
C 3.229 4.284 1.065
N 2.425 3.305 0.619
N 2.951 2.084 0.967
B 1.090 3.477 -0.208
N -0.199 3.120 0.620
C -1.447 3.593 0.408
C -2.311 2.932 1.245
C -1.510 2.011 1.946
C -1.906 1.052 3.022
N -0.244 2.122 1.557
N 1.105 2.495 -1.475
C 1.804 2.637 -2.634
C 1.256 1.802 -3.570
C 0.204 1.136 -2.904
C -0.761 0.140 -3.461
N 0.111 1.547 -1.654
N 1.008 4.937 -0.602
C 0.513 5.961 0.140
C 0.835 7.131 -0.492
C 1.558 6.730 -1.636
C 2.181 7.595 -2.689
N 1.670 5.415 -1.695
H 5.970 1.510 2.187
H 4.825 0.324 1.555
H 4.629 0.974 3.192
H 5.126 4.220 2.185
H 2.996 5.318 0.868
H -1.629 4.359 -0.327
H -3.373 3.081 1.339
H -2.047 1.577 3.968
H -1.139 0.292 3.175
H -2.849 0.560 2.776
H 2.601 3.356 -2.705
H 1.576 1.668 -4.591
H -1.615 0.650 -3.910
H -1.145 -0.522 -2.684
H -0.293 -0.461 -4.241
H -0.016 5.783 1.062
H 0.577 8.132 -0.188
H 1.577 8.483 -2.875
H 2.284 7.041 -3.621
H 3.174 7.930 -2.384
I 1.998 -0.096 4.673
C 2.992 -1.593 3.688
C 3.880 -2.380 4.384
C 4.648 -3.342 3.731
I 5.909 -4.462 4.885
C 4.555 -3.527 2.301
C 5.356 -4.430 1.587
C 5.185 -4.553 0.230
C 4.196 -3.787 -0.392
N 3.442 -2.916 0.255
C 3.627 -2.775 1.563
C 2.771 -1.768 2.242
O 1.883 -1.108 1.693
H 3.985 -2.249 5.452
H 6.102 -5.015 2.107
H 5.800 -5.226 -0.351
H 4.009 -3.882 -1.457
C 1.464 -3.376 -3.958
N 2.014 -2.300 -3.144
C 3.113 -1.519 -3.433
C 3.192 -0.604 -2.432
N 2.164 -0.800 -1.533
C 1.490 -1.827 -1.999
H 2.276 -3.879 -4.478
H 0.757 -2.989 -4.690
H 0.959 -4.089 -3.311
H 3.718 -1.688 -4.307
H 3.914 0.184 -2.304
H 0.644 -2.305 -1.526
O 0.226 -3.358 3.192
N -0.225 -2.361 2.861
C -7.833 -0.140 1.263
C -6.545 0.005 0.492
C -6.399 1.038 -0.427
C -5.210 1.221 -1.115
C -4.168 0.332 -0.921
C -4.315 -0.725 -0.033
N -3.220 -1.628 0.111
C -3.268 -2.978 -0.144
C -4.411 -3.525 -0.749
C -4.485 -4.865 -1.059
C -3.416 -5.728 -0.813
C -2.275 -5.204 -0.259
C -2.185 -3.848 0.100
C -0.898 -3.471 0.704
O 0.157 -4.021 0.550
O -0.952 -2.342 1.540
C -5.482 -0.881 0.718
C -5.601 -1.935 1.787
H -8.603 0.510 0.851
H -7.699 0.128 2.314
H -8.204 -1.166 1.241
H -7.230 1.713 -0.597
H -5.101 2.044 -1.809
H -3.237 0.441 -1.465
H -2.341 -1.229 0.387
H -5.234 -2.868 -0.995
H -5.388 -5.244 -1.520
H -3.481 -6.778 -1.060
H -1.416 -5.832 -0.065
H -4.630 -2.356 2.040
H -6.248 -2.761 1.479
H -6.034 -1.510 2.693
```

Summary:
LUMO energy (spin up / spin down), Ha: -0.110 / -0.189
Spin multiplicity: 2
Relative energy (zero: lowest compared OMol25 entry of this formula, charge and spin), kcal/mol: 35.3
Total charge: +1
Kohn-Sham gap (spin up / spin down), hartree: 0.2556 / 0.1764
HOMO (spin up / spin down), eV: -10.0 / -10.0
Expectation value of S²: 0.781
E, hartree: -3366.80001

Here are the Mulliken charges for atoms 1 to 99, given in e: 3.250, -1.302, 0.366, -1.875, 0.043, 1.385, -0.885, -0.762, 2.313, -0.554, -1.296, 0.612, -0.718, -1.735, 2.045, -0.491, -1.453, 0.506, -1.051, -0.671, 0.169, -0.289, -1.264, 0.696, -1.327, -1.004, 0.455, 0.211, 0.158, 0.510, 0.476, 0.693, 0.478, 0.315, -0.039, 0.102, 0.608, 0.414, 0.387, -0.011, 0.288, 0.533, 0.431, 0.362, 0.353, 0.235, 0.166, 0.143, -0.301, -0.110, 0.183, 1.285, -0.971, -1.145, -0.217, 0.251, -0.193, -0.288, -0.978, 0.454, 0.225, 0.446, 0.375, -0.935, 0.562, -1.130, -0.999, 1.690, -1.640, 0.335, 0.296, 0.355, 0.573, 0.528, 0.362, -0.326, 0.331, -1.661, 1.151, -0.911, -0.994, -0.523, -0.735, 0.965, 0.935, -1.067, -0.686, -0.818, -0.812, 0.522, 0.355, -0.579, -0.183, 1.501, -1.887, 0.420, 0.341, 0.338, 0.378

***

Here is a structure of composition C5H11N2O at a distorted geometry from OMol25. Energies are from the ωB97M-V functional and the def2-TZVPD basis.

XYZ file:
```
19
Properties=species:S:1:pos:R:3
O -1.240 -1.405 0.994
C -0.071 -1.426 1.259
N 0.547 -2.530 2.004
C 0.902 -0.309 1.094
N 0.396 2.659 -1.881
C -0.691 1.571 -2.048
C -0.021 0.370 -1.156
C 0.189 0.798 0.239
H 0.886 -2.247 2.940
H -0.117 -3.314 2.084
H 1.897 -0.551 1.319
H 0.691 3.417 -2.489
H -1.215 1.062 -2.876
H 0.393 1.693 -2.706
H -1.562 1.883 -1.413
H -0.475 -0.633 -1.243
H 0.838 0.167 -1.736
H -0.742 1.150 0.783
H 0.875 1.688 0.195
```

Summary:
LUMO energy, Ha: -0.311
Relative energy (zero: lowest compared OMol25 entry of this formula, charge and spin), kcal/mol: 219.4
Total charge: +1
Kohn-Sham gap, hartree: 0.1774
HOMO, eV: -13.3
E, hartree: -381.31425

Mulliken charges in e: -0.399, 0.506, -0.510, -0.079, -0.560, -0.631, -0.885, -0.416, 0.292, 0.317, 0.470, 0.238, 0.324, 0.313, 0.387, 0.519, 0.384, 0.376, 0.353

***

Here is the molecule C11H14OSe at a distorted geometry from OMol25. Energies are from the ωB97M-V functional and the def2-TZVPD basis.

XYZ file:
```
27
Properties=species:S:1:pos:R:3
C 2.420 0.699 -2.502
C 0.916 0.370 -2.033
C 0.198 1.508 -1.337
C -1.135 0.937 -0.255
O -2.226 0.864 -1.109
Se -1.687 2.332 1.071
C -0.509 1.363 2.397
C -0.553 -0.065 1.887
C -0.306 -1.146 2.712
C -0.298 -2.399 2.124
C -0.586 -2.624 0.731
C -0.836 -1.534 -0.040
C -0.796 -0.224 0.518
H 2.541 1.594 -3.064
H 2.935 0.004 -3.047
H 2.860 0.769 -1.503
H 1.021 -0.496 -1.293
H 0.214 -0.084 -2.711
H -0.369 2.184 -1.974
H 0.894 2.221 -0.715
H -2.363 0.009 -1.451
H -0.963 1.387 3.460
H 0.373 1.892 2.544
H -0.115 -0.951 3.700
H 0.131 -3.300 2.533
H -0.380 -3.644 0.339
H -1.381 -1.668 -0.980
```

Summary:
LUMO energy, Ha: 0.027
Relative energy (zero: lowest compared OMol25 entry of this formula, charge and spin), kcal/mol: 48.2
Structure (SMILES): CCC[C@]1(O)[Se]Cc2ccccc21
Kohn-Sham gap, hartree: 0.3316
HOMO, eV: -8.3
E, hartree: -2904.13350

Mulliken charges in e: -1.375, -0.209, -0.520, 0.593, -0.548, -0.006, -1.115, 0.751, -1.011, -0.439, -0.744, -0.647, 0.453, 0.341, 0.411, 0.319, 0.186, 0.367, 0.346, 0.258, 0.334, 0.417, 0.407, 0.576, 0.321, 0.334, 0.200